Entry i
{
  "formula": "C2H8Cl2Si2",
  "method": "ωB97M-V/def2-TZVPD",
  "elements": ["C", "C", "Si", "Si", "Cl", "Cl", "H", "H", "H", "H", "H", "H", "H", "H"],
  "positions_angstrom": [[-3.735, 0.672, -1.390], [3.257, 0.239, 0.731], [0.015, 0.475, 1.234], [1.715, -0.989, 0.800], [2.300, -2.524, 2.017], [1.644, -1.735, -1.170], [-3.787, 0.953, -0.368], [-2.938, -0.075, -1.476], [-3.428, 1.580, -1.938], [2.974, 1.185, 0.026], [3.685, 0.706, 1.585], [4.078, -0.297, 0.296], [-1.070, -0.556, 1.272], [-4.709, 0.365, -1.619]],
  "nbo_charge": [-0.8484, -1.0940, 0.5016, 0.8784, -0.3546, -0.3776, 0.2087, 0.2119, 0.2120, 0.2324, 0.2396, 0.2359, -0.2618, 0.2159],
  "orbital_gap_ev": 7.103,
  "homo_energy_ev": -9.09,
  "e_lumo_ha": -0.07288,
  "total_charge": 0
}

=====

Entry ii
{
  "formula": "C2H8Cl2Si2",
  "method": "ωB97M-V/def2-TZVPD",
  "elements": ["C", "C", "Si", "Si", "Cl", "Cl", "H", "H", "H", "H", "H", "H", "H", "H"],
  "positions_angstrom": [[2.799, 0.560, -0.289], [-1.907, -1.695, -0.210], [2.831, 2.091, 1.059], [-1.903, 0.164, -0.238], [-3.032, 1.057, 1.176], [-2.527, 0.977, -1.906], [1.832, 0.617, -0.751], [3.748, 0.717, -0.791], [3.022, -0.330, 0.364], [-2.920, -2.030, 0.071], [-1.447, -2.165, -1.045], [-1.429, -2.093, 0.684], [1.427, 1.790, 1.653], [-0.492, 0.341, 0.223]],
  "nbo_charge": [-1.1416, -1.1362, 0.7456, 1.2718, -0.3656, -0.3305, 0.2385, 0.2263, 0.2350, 0.2482, 0.2534, 0.2548, -0.3031, -0.1966],
  "orbital_gap_ev": 7.693,
  "homo_energy_ev": -8.41,
  "e_lumo_ha": -0.02643,
  "total_charge": 0
}

=====

Most favorable first, least favorable last: entry i, entry ii

=====

Entry i
{
  "formula": "C5H6Si",
  "method": "ωB97M-V/def2-TZVPD",
  "elements": ["C", "C", "C", "C", "C", "Si", "H", "H", "H", "H", "H", "H"],
  "positions_angstrom": [[2.872, -0.018, 1.542], [-0.237, 3.040, 3.554], [1.888, 0.699, 1.436], [-0.099, 2.199, 2.685], [2.279, -0.671, -1.749], [0.019, 1.098, 1.246], [3.619, -0.753, 1.876], [-0.461, 3.665, 4.281], [1.336, -0.173, -1.807], [2.991, -0.328, -2.449], [2.161, -1.751, -1.899], [2.575, -0.576, -0.754]],
  "nbo_charge": [-0.2065, -0.1074, -0.5522, -0.6113, -0.8474, 1.0272, 0.2468, 0.2062, 0.2086, 0.2100, 0.2054, 0.2207],
  "orbital_gap_ev": 7.895,
  "homo_energy_ev": -9.13,
  "e_lumo_ha": -0.04536,
  "total_charge": 0
}

=====

Entry ii
{
  "formula": "C5H6Si",
  "method": "ωB97M-V/def2-TZVPD",
  "elements": ["C", "C", "C", "C", "C", "Si", "H", "H", "H", "H", "H", "H"],
  "positions_angstrom": [[-0.887, 1.053, 0.328], [0.001, 0.867, 1.358], [-1.034, 0.261, -0.761], [0.910, -1.027, -0.607], [-0.284, -0.797, -1.211], [1.341, -0.302, 1.003], [-1.633, 1.802, 0.276], [-0.160, 1.586, 2.178], [-1.772, 0.448, -1.439], [1.656, -1.649, -0.980], [-0.567, -1.275, -2.063], [2.427, -0.965, 1.918]],
  "nbo_charge": [-0.2001, -0.7270, -0.2427, -0.6934, -0.1706, 1.0852, 0.2102, 0.2379, 0.1952, 0.2159, 0.2024, -0.1130],
  "orbital_gap_ev": 8.425,
  "homo_energy_ev": -7.94,
  "e_lumo_ha": 0.01782,
  "total_charge": 0
}

=====

Most favorable first, least favorable last: entry ii, entry i